The following is a DFT calculation (wB97M-V/def2-TZVPD) of C7H21N3O4Rb as an isolated structure at a distorted geometry.

The geometry in XYZ format:
```
36
Properties=species:S:1:pos:R:3
O 0.92226 -1.45643 4.30238
N -1.16902 -1.82055 -2.79246
H 1.06277 -2.20808 4.87815
H -1.32827 -2.02964 -3.76766
H -1.30390 3.58704 1.44818
H 0.32558 2.90745 1.03379
C 0.88132 0.26304 0.39047
H 2.23331 0.57804 -3.37275
H -1.70997 -3.92179 -3.72387
H 1.35653 0.88179 1.15167
H -1.47639 -4.70629 -2.17889
H 0.87147 3.22027 3.27924
C 1.37453 -0.08936 -3.30077
O 0.70214 0.11238 -2.05834
H 0.74139 0.04621 -4.17761
C -0.70759 2.68644 1.30176
C -0.00357 2.64597 3.58353
H -1.04551 -0.25730 -0.43751
H 0.18199 1.93762 4.39094
H -1.28946 1.97606 -0.68871
O -0.69310 1.99825 2.55172
C -1.18058 1.62843 0.33862
N -0.60492 0.30942 0.27299
H 1.31527 -0.69954 0.66108
O -0.92140 -2.84667 -0.83357
Rb -0.68422 -2.25426 1.92522
C -1.22335 -2.82044 -1.99959
C 1.50194 0.55236 -0.97292
H -2.21965 1.47935 0.63222
H 1.76508 -1.09275 -3.47043
H 1.51992 1.64206 -0.99083
N -1.55519 -3.86201 -2.72759
H 1.19699 -0.70118 4.82234
H 2.47456 0.06606 -1.04790
H -0.73503 3.35440 3.97238
H -0.57576 -1.10621 -2.39514
```

Output
Total energy in eV: -20909.308
Energy above the lowest of the compared OMol25 structures with the same formula, charge and spin in kcal/mol: 42.7
Charge: +1

The following is a DFT calculation (wB97M-V/def2-TZVPD) of C7H21N4O2 as an isolated structure at a distorted geometry.

The geometry in XYZ format:
```
34
Properties=species:S:1:pos:R:3
H 2.72875 1.29718 -1.46813
H -2.80077 -0.26673 -1.83260
H -3.06426 -1.16426 0.21670
C 4.57896 0.28302 -0.23992
C 0.03564 -2.09233 -0.43632
C 0.36621 -3.33558 0.48072
H 0.72820 -1.96192 -1.32363
H 2.20880 2.76510 -0.44367
C -3.69058 -0.32892 -0.01807
C -2.82404 0.43929 -1.04693
O 1.46564 0.95534 0.09735
H -1.06652 -2.11582 -0.69598
H 5.64007 0.09688 0.15700
H 3.36109 1.23436 1.26722
H 4.01854 -0.61760 -0.01124
H -0.27218 -3.30138 1.31076
O 0.36635 -0.87451 0.20765
H 1.37269 -3.16366 0.95898
C 2.58097 1.65749 -0.52672
H -4.58965 -0.86529 -0.45485
N -1.90675 1.80599 0.62936
N -4.11561 0.59501 1.00975
N -1.55930 0.79225 -0.42950
H -3.19980 1.37711 -1.47555
H 4.66068 0.42751 -1.33098
H -1.62808 2.59666 0.22246
H -4.89586 1.12051 0.61030
N 1.37160 -0.23166 -0.44130
C 3.78793 1.53236 0.31205
H -1.29508 1.59135 1.44173
H 4.52544 2.38593 0.33978
H 0.52454 -4.18547 -0.13032
H -3.08541 1.38108 1.14384
H -4.32823 0.17073 1.90007
```

Output
Total energy in eV: -17640.185
Energy above the lowest of the compared OMol25 structures with the same formula, charge and spin in kcal/mol: 28.6
Charge: +1

The following is a DFT calculation (wB97M-V/def2-TZVPD) of a 2-piece molecular cluster, C7H21N4O3P overall at a distorted geometry.

The geometry in XYZ format:
```
36
Properties=species:S:1:pos:R:3
N -4.20750 -3.49262 3.48873
N 1.29206 1.34520 -2.05768
C 3.19713 -0.73799 -0.66383
H -1.42437 1.91257 -1.62206
N -0.43349 1.15296 0.03647
H -3.43312 -2.84263 1.64235
C 1.97458 -0.69325 1.44613
C -1.64687 1.77076 -0.56448
H 2.80246 -1.25109 1.88378
H 0.91599 2.12916 1.27910
H -0.01206 0.80428 -3.58834
H 0.66757 3.37585 -2.08312
C 1.46487 2.70478 -1.76363
H 3.16673 -0.56458 -1.73952
O -3.36738 -3.63818 4.40533
H 0.10476 0.97698 2.15670
H 1.10742 -1.33442 1.60430
H -2.60310 1.24757 -0.56250
H -0.82210 2.26031 1.90636
C -3.77302 -3.76133 2.12043
H -4.56389 -4.12614 1.46505
P 0.61456 0.08843 -0.91630
H 1.58490 0.15042 -3.77131
H 1.12239 1.93263 -4.06118
C -0.07831 1.68847 1.35149
O -5.34416 -3.16695 3.75535
H 2.26513 3.04970 -2.41840
O 0.02551 -1.08387 -1.63769
C 1.04285 1.03766 -3.44409
H -2.85497 -4.34646 2.17437
H 1.90198 0.24229 2.00073
H 4.10390 -0.31256 -0.23385
N 2.00049 -0.31534 -0.01757
H 3.28078 -1.82476 -0.65854
H 1.77484 2.84961 -0.72872
H -1.84669 2.77239 -0.18381
```

Output
Total energy in eV: -28987.645
Energy above the lowest of the compared OMol25 structures with the same formula, charge and spin in kcal/mol: 44.5
SMILES: CN(C)P(=O)(N(C)C)N(C)C.C[N+](=O)[O-]

The following is a DFT calculation (wB97M-V/def2-TZVPD) of an isolated ion of composition C7H21N5 and charge +2 at a distorted geometry.

The geometry in XYZ format:
```
33
Properties=species:S:1:pos:R:3
H 0.67837 -2.05023 0.53434
H -0.45320 0.95848 2.25687
H 3.30322 0.75976 -2.15041
C 2.65274 -1.26669 -0.19058
H 4.18057 -0.01468 0.64385
C -1.99720 -1.76353 1.34900
H -1.07163 -1.63819 1.97022
C -0.92501 1.68654 1.60660
C -1.51937 -1.45458 -0.07059
N -0.72412 -0.21112 0.16317
H 3.11155 -2.12675 0.39080
N 3.22300 1.02675 -1.07225
N 0.61848 -0.13811 0.18188
C -1.25545 1.13787 0.19527
H -0.67815 1.82883 -2.03214
H -0.93271 -2.20650 -0.56717
C -2.61741 -1.07280 -1.07995
H 2.78540 -1.70150 -1.26154
H -2.95946 -2.03488 -1.41255
H 2.29917 1.43373 -0.76348
H 0.46936 2.28007 -0.68385
N 3.32469 0.01609 0.02445
N 1.31900 -1.24802 0.38750
H -1.79117 2.08572 2.10830
H -1.28723 2.89547 -0.73490
H -2.22052 -0.53216 -1.86054
H -2.24100 -2.76769 1.55769
H -3.43942 -0.42016 -0.86365
H 3.92793 1.75107 -0.88894
H -2.74392 -1.06015 1.72291
H -0.15654 2.60187 1.48887
C -0.63088 2.10538 -0.91983
H -2.24909 1.14012 -0.02935
```

Output
Total energy in eV: -15028.763
Energy above the lowest of the compared OMol25 structures with the same formula, charge and spin in kcal/mol: 49.7
Charge: +2
SMILES: CC(C)[N+](=NNCN[NH3+])C(C)C

Which value of total energy does entry 1 give? -20909.308 eV